DFT (ωB97M-V/def2-TZVPD) results for C18H19CuF5N2O3S2Te as an isolated structure.

Structure (XYZ):
```
51
Properties=species:S:1:pos:R:3
Te -1.14 -2.61 1.98
Cu -0.02 0.06 1.80
S 0.31 2.08 0.38
S -1.87 1.43 3.58
F -0.65 -4.01 3.12
F -1.53 -1.92 3.71
F -2.77 -3.48 1.86
F -0.40 -3.85 0.76
F -2.24 -1.08 1.64
O 0.47 -1.71 2.01
O -0.17 3.36 -0.06
O 0.51 1.94 1.84
N -1.60 -2.01 -0.62
N -0.63 0.80 0.13
C -2.41 -2.38 -3.26
C -0.61 1.20 -2.24
C 3.73 0.35 -0.85
C -0.90 0.93 -3.58
C -1.75 -1.19 -2.88
C 5.64 1.09 -2.30
C -3.35 0.55 4.12
C -0.85 0.32 -1.19
C -1.49 -0.25 -3.90
C 4.31 1.33 -1.65
C 2.51 0.57 -0.23
C -0.92 1.39 5.12
C 1.87 1.78 -0.40
C -2.21 -3.10 -1.03
C 2.42 2.77 -1.20
C 3.64 2.54 -1.81
C -2.68 -3.33 -2.33
C -1.40 -0.98 -1.51
H -4.06 0.59 3.30
H 0.01 1.92 4.93
H -2.35 -3.88 -0.31
H -3.12 -0.48 4.35
H 6.45 1.19 -1.57
H 4.23 -0.60 -0.72
H -1.46 1.90 5.91
H -3.78 1.05 4.99
H 5.70 0.08 -2.71
H -1.78 -0.49 -4.91
H -3.19 -4.25 -2.56
H 5.83 1.80 -3.10
H -0.24 2.19 -2.01
H -0.71 0.37 5.41
H 1.90 3.71 -1.32
H 2.09 -0.23 0.38
H -2.71 -2.50 -4.30
H 4.08 3.31 -2.44
H -0.68 1.68 -4.33
```

Its spin multiplicity is 2. As for the total energy: -115286.736 eV. The value obtained for the HOMO-LUMO gap (spin up / spin down) is 7.59 / 6.59 eV. Its total charge is 0.


DFT (ωB97M-V/def2-TZVPD) results for a 9-piece molecular cluster, C9H36N18O9 overall.

Structure (XYZ):
```
72
Properties=species:S:1:pos:R:3
O -3.36 -0.30 5.07
O -2.50 -6.75 -1.89
O 0.33 -2.00 -4.30
O 4.57 -7.15 -2.78
O 1.14 -1.19 -0.28
O 5.48 0.26 5.69
O -5.36 0.59 -6.12
O -0.93 3.75 2.98
O 3.55 6.77 -0.25
N 1.52 -2.12 -6.09
N -3.97 -0.56 2.93
N -5.26 -1.06 4.50
N -3.00 3.79 3.71
N 4.98 2.08 4.43
N 0.96 0.40 1.28
N 5.08 2.12 6.57
N -2.43 -5.03 -3.37
N -4.90 -0.25 -4.15
N 2.50 -1.46 -4.31
N 4.01 8.17 1.50
N 2.60 6.62 1.72
N -0.26 0.63 -0.46
N -0.89 -5.23 -2.04
N 2.89 -6.11 -3.89
N 3.66 -5.19 -2.02
N -6.92 -0.31 -4.82
N -1.42 4.77 4.84
C -4.08 -0.64 4.21
C -1.76 4.09 3.82
C 1.35 -1.81 -4.87
C 5.13 1.40 5.53
C -5.72 0.07 -5.09
C 3.39 7.16 0.91
C 3.75 -6.20 -2.94
C -2.02 -5.73 -2.35
C 0.56 -0.19 0.20
H 3.02 -6.69 -4.71
H -4.82 -0.77 2.43
H 2.13 5.76 1.47
H -5.35 -1.24 5.48
H 4.84 3.08 4.41
H -5.20 -0.02 -3.21
H 2.53 -1.28 -3.32
H 2.60 7.08 2.62
H 5.09 1.63 3.53
H 0.69 -2.43 -6.56
H -7.59 -0.54 -5.54
H -3.12 3.09 2.99
H 0.57 1.33 1.37
H 4.95 3.12 6.52
H -3.40 -5.13 -3.65
H -1.90 -4.24 -3.70
H -0.38 -5.75 -1.34
H 5.04 1.57 7.41
H -5.88 -1.43 3.79
H 4.60 8.77 0.94
H 2.13 -5.44 -3.87
H -7.11 -0.76 -3.94
H 2.91 -4.52 -2.16
H -3.64 3.93 4.47
H 3.24 -1.21 -4.95
H 4.09 -5.40 -1.13
H -3.12 -0.12 2.62
H 3.94 8.27 2.51
H 2.39 -2.04 -6.61
H -0.64 -4.29 -2.31
H -3.97 0.03 -4.43
H -1.91 4.95 5.70
H -0.45 5.02 4.99
H 1.80 0.09 1.74
H -0.25 0.76 -1.46
H -0.52 1.46 0.05
```

As for the SMILES: NC(N)=O.NC(N)=O.NC(N)=O.NC(N)=O.NC(N)=O.NC(N)=O.NC(N)=O.NC(N)=O.NC(N)=O. Its relative energy (zero: lowest compared OMol25 entry of this formula, charge and spin) is 804.7 kJ/mol. Its spin multiplicity is 1. As for the total energy: -55168.793 eV. The value obtained for the HOMO-LUMO gap is 9.09 eV. Its total charge is 0.


DFT (ωB97M-V/def2-TZVPD) results for C12H19N6O4SV as an isolated structure.

Structure (XYZ):
```
43
Properties=species:S:1:pos:R:3
V 0.58 0.28 0.63
S -1.67 -0.40 1.17
O 1.59 2.80 -0.43
O 1.65 1.52 -0.26
O 1.79 1.57 4.33
O 1.42 0.42 2.50
N 0.38 2.40 2.72
N -0.23 -0.39 -1.17
N 1.87 -1.26 -0.03
N -0.19 2.22 1.45
N -3.56 0.31 -0.56
N -1.51 -0.05 -1.52
C -4.23 0.50 -1.84
C 1.55 2.73 5.15
C 1.70 -1.65 -1.32
C -2.27 -0.01 -0.45
C 3.94 -2.43 0.05
C 0.42 -1.20 -1.92
C -0.13 -1.74 -3.20
C 3.77 -2.83 -1.26
C -4.59 -0.81 -2.52
C 2.64 -2.43 -1.96
C 2.96 -1.64 0.63
C 1.20 1.44 3.17
H 2.13 2.57 6.05
H 0.19 2.90 0.78
H -5.12 1.10 -1.65
H -0.31 -0.92 -3.89
H -4.12 0.22 0.27
H 0.54 -2.47 -3.66
H 3.04 -1.29 1.65
H -3.57 1.09 -2.48
H -5.08 -0.62 -3.48
H -5.27 -1.40 -1.91
H -1.20 2.23 1.52
H 0.50 2.81 5.40
H 1.92 3.63 4.64
H 0.25 3.28 3.20
H 4.52 -3.44 -1.75
H 4.80 -2.72 0.63
H -1.09 -2.22 -3.00
H 2.49 -2.73 -2.99
H -3.70 -1.40 -2.71
```

Its relative energy (zero: lowest compared OMol25 entry of this formula, charge and spin) is 128.6 kJ/mol. Its spin multiplicity is 2. As for the total energy: -66398.030 eV. The value obtained for the HOMO-LUMO gap (spin up / spin down) is 6.45 / 6.84 eV. Its total charge is +1.


DFT (ωB97M-V/def2-TZVPD) results for C8H10I2N2 as an isolated structure.

Structure (XYZ):
```
22
Properties=species:S:1:pos:R:3
I 0.09 3.54 2.63
I -3.04 2.62 1.30
N -0.33 1.06 1.18
N -0.78 0.56 2.48
C 1.02 -1.09 -1.48
C -0.04 -1.90 -1.75
C 0.92 -0.14 -0.51
C -0.79 2.42 1.01
C -1.31 -0.77 -0.10
C 2.12 0.70 -0.09
C -0.21 0.05 0.16
C -1.26 -1.79 -1.04
H -0.44 2.94 0.13
H -2.26 -0.67 0.36
H 2.37 0.14 0.81
H -2.12 -2.43 -1.06
H -0.13 -2.52 -2.63
H 2.06 -1.25 -1.87
H -0.32 -0.41 2.50
H 2.83 0.63 -0.97
H 2.14 1.74 0.13
H -1.81 0.34 2.39
```

Its relative energy (zero: lowest compared OMol25 entry of this formula, charge and spin) is 34.3 kJ/mol. Its spin multiplicity is 1. As for the total energy: -27637.330 eV. The value obtained for the HOMO-LUMO gap is 8.47 eV. Its total charge is 0.


DFT (ωB97M-V/def2-TZVPD) results for C20H20AsN3O5S3Ta as an isolated structure.

Structure (XYZ):
```
53
Properties=species:S:1:pos:R:3
Ta 1.53 1.58 -0.96
As 3.41 2.74 2.03
S -3.52 -1.83 2.48
S 1.47 3.05 1.12
S 3.16 2.52 -2.01
O 1.14 -3.44 -4.60
O 0.08 1.94 -2.28
O -1.04 1.43 -4.17
O 3.25 -2.04 0.03
O 2.53 0.09 -0.07
N 1.26 -0.21 -2.16
N -0.36 0.56 0.24
N -7.05 -2.22 -0.37
C 1.94 -1.32 -1.84
C -0.24 1.17 -3.32
C 2.66 -1.16 -0.53
C 3.62 4.18 3.27
C 0.41 -1.20 -4.12
C -4.88 -1.97 1.35
C -4.91 -2.97 0.39
C 3.43 1.09 3.00
C -7.02 -1.27 0.57
C 4.93 2.75 0.86
C -2.57 -0.40 0.28
C -0.17 0.05 1.47
C -1.12 -0.68 2.15
C -2.36 -0.92 1.55
C -1.56 0.32 -0.32
C 1.14 -2.36 -3.82
C -6.01 -3.04 -0.45
C 1.91 -2.43 -2.65
C 0.50 -0.14 -3.24
C -5.96 -1.11 1.46
H 3.27 0.28 2.30
H 4.92 1.85 0.25
H -5.98 -0.32 2.20
H 0.79 0.25 1.92
H -1.73 0.76 -1.30
H -7.88 -0.62 0.62
H 4.89 3.62 0.22
H 2.77 4.18 3.96
H -6.07 -3.81 -1.21
H 4.54 4.05 3.83
H -0.21 -1.11 -5.00
H 5.82 2.78 1.50
H -0.89 -1.06 3.14
H 2.66 1.12 3.76
H 2.45 -3.32 -2.39
H 4.41 0.98 3.47
H -4.09 -3.68 0.30
H 3.64 5.12 2.72
H -3.50 -0.54 -0.24
H 0.60 -3.30 -5.39
```

Its relative energy (zero: lowest compared OMol25 entry of this formula, charge and spin) is 4.1 kJ/mol. Its spin multiplicity is 1. As for the total energy: -130668.449 eV. The value obtained for the HOMO-LUMO gap is 8.12 eV. Its total charge is +1.


For reference, F_max by record: 2.0; 7.3; 2.5; 4.1; 0.2 eV/A.